Record 1
{
  "formula": "C4H10O3S",
  "method": "ωB97M-V/def2-TZVPD",
  "largest_force_ev_per_a": 1.07,
  "homo_lumo_gap_ev": 9.641,
  "lumo_ev": 0.505,
  "total_energy_ev": -21288.217,
  "smiles": "O=C(O)CCCS.O",
  "relative_energy_ev": 0.1703,
  "species": ["O", "C", "O", "C", "C", "C", "S", "H", "H", "H", "H", "H", "H", "H", "H", "O", "H", "H"],
  "positions_angstrom": [[0.043, -1.343, 1.577], [0.444, -0.212, 1.653], [0.719, 0.374, 2.837], [0.594, 0.751, 0.505], [0.083, 0.187, -0.849], [1.131, 0.293, -1.950], [0.758, -0.640, -3.437], [0.374, -0.185, 3.548], [0.049, 1.642, 0.825], [1.603, 1.088, 0.304], [-0.826, 0.680, -1.133], [-0.218, -0.845, -0.672], [1.239, 1.343, -2.209], [2.092, -0.013, -1.565], [0.608, -1.834, -2.850], [-3.078, -0.164, 0.907], [-2.158, -0.163, 1.213], [-3.457, -0.959, 1.295]],
  "forces_ev_per_a": [[-0.1, 0.0, 0.0], [0.2, 0.0, 0.1], [-0.1, 0.3, -0.1], [-0.5, 0.1, -0.9], [0.0, -0.4, 0.8], [-0.2, 0.1, 0.6], [-0.1, 0.1, -0.4], [0.2, -0.2, -0.1], [0.0, 0.1, -0.2], [0.5, -0.1, 0.7], [-0.5, 0.4, -0.3], [0.2, -0.2, -0.2], [0.0, 0.1, -0.4], [0.4, -0.2, 0.1], [0.0, 0.0, 0.1], [0.3, 0.1, 0.1], [-0.3, -0.2, -0.1], [0.0, 0.0, 0.0]],
  "nbo_charge": [-0.600, 0.794, -0.682, -0.534, -0.419, -0.522, -0.020, 0.497, 0.243, 0.243, 0.222, 0.232, 0.222, 0.205, 0.119, -0.937, 0.466, 0.472]
}

---

Record 2
{
  "formula": "C10H18Br6O16S4",
  "method": "ωB97M-V/def2-TZVPD",
  "largest_force_ev_per_a": 4.78,
  "homo_lumo_gap_ev": 9.794,
  "lumo_ev": -0.229,
  "total_energy_ev": -507011.026,
  "relative_energy_ev": 2.3231,
  "species": ["C", "Br", "Br", "Br", "H", "C", "Br", "Br", "Br", "H", "C", "C", "O", "S", "O", "O", "O", "H", "H", "H", "H", "C", "C", "O", "S", "O", "O", "O", "H", "H", "H", "H", "C", "C", "O", "S", "O", "O", "O", "H", "H", "H", "H", "C", "C", "O", "S", "O", "O", "O", "H", "H", "H", "H"],
  "positions_angstrom": [[0.921, -1.784, 0.394], [0.289, -2.269, 2.174], [-0.256, -2.447, -1.055], [2.713, -2.538, 0.348], [0.936, -0.694, 0.374], [-3.797, -1.483, -1.990], [-5.141, -2.565, -2.854], [-4.553, -0.144, -0.722], [-2.771, -0.661, -3.355], [-3.213, -2.249, -1.479], [-4.275, -1.865, 4.088], [-4.339, -2.152, 2.582], [-3.548, -3.324, 2.403], [-2.883, -3.779, 3.846], [-1.705, -2.983, 4.195], [-2.713, -5.264, 3.890], [-4.211, -3.182, 4.542], [-5.161, -1.332, 4.434], [-3.468, -1.224, 4.443], [-3.975, -1.336, 1.957], [-5.397, -2.387, 2.462], [5.667, 1.400, 2.081], [5.831, 0.256, 1.099], [5.305, 0.818, -0.115], [3.968, 1.758, 0.212], [2.761, 0.945, 0.429], [3.881, 2.909, -0.650], [4.445, 2.086, 1.752], [6.565, 2.017, 2.048], [5.606, 0.953, 3.073], [5.228, -0.636, 1.268], [6.853, -0.124, 1.071], [1.883, 0.349, -2.822], [1.953, -0.541, -4.012], [0.751, -0.349, -4.722], [0.423, 1.368, -4.748], [-0.993, 1.699, -4.607], [1.153, 1.984, -5.848], [1.278, 1.558, -3.290], [2.839, 0.651, -2.396], [1.326, -0.141, -2.024], [2.010, -1.559, -3.626], [2.792, -0.212, -4.625], [-1.845, 2.954, -0.999], [-0.444, 2.887, -0.503], [-0.411, 1.836, 0.357], [-1.758, 1.913, 1.291], [-1.665, 2.999, 2.256], [-2.178, 0.583, 1.724], [-2.677, 2.408, 0.021], [-2.110, 2.409, -1.906], [-2.098, 4.000, -1.172], [-0.037, 3.737, 0.044], [0.243, 2.752, -1.339]],
  "forces_ev_per_a": [[-0.2, -0.6, 0.8], [-0.5, 0.3, -0.6], [0.8, 0.4, 0.7], [-0.1, 0.3, -0.8], [0.2, -0.3, -0.3], [-0.6, -0.2, 0.3], [-0.5, 0.0, 0.2], [0.5, -1.0, -0.8], [0.4, 0.4, 0.1], [0.1, 0.7, 0.3], [-0.3, 1.9, -0.8], [-0.1, 1.0, 0.8], [1.6, -0.9, 0.1], [1.3, -2.2, -1.1], [-2.3, -1.1, -0.5], [-1.4, 4.6, 0.0], [1.1, -1.7, 2.7], [-0.3, -0.7, 0.0], [0.5, -0.4, -0.2], [-0.1, -0.2, 0.0], [0.2, -0.2, -0.9], [0.3, -1.0, 0.5], [-1.2, -0.3, 0.1], [-0.9, 1.2, -1.1], [-0.9, -1.6, 1.9], [2.3, 1.3, -1.1], [0.7, -1.6, 1.0], [0.5, 0.2, -1.1], [-0.4, 0.5, -0.2], [-0.4, 0.4, 0.2], [-0.3, 0.2, 0.6], [0.1, 0.6, -0.8], [0.0, 0.5, 0.7], [0.8, 0.1, 0.1], [-1.6, 2.4, -0.6], [1.1, -0.9, 0.3], [2.7, -1.1, 0.2], [-1.0, -1.1, 2.1], [-1.7, 0.7, -1.6], [0.1, -0.2, -0.3], [-0.5, 0.4, 0.0], [0.0, -0.2, -0.7], [0.2, -0.5, -0.2], [-1.3, 1.2, -0.7], [1.5, 1.5, -1.5], [-0.6, -2.9, 2.8], [-0.8, 0.0, 0.1], [0.1, -1.8, -1.5], [1.0, 2.5, -1.0], [0.4, -0.5, 1.9], [0.6, -0.2, 0.0], [-0.3, 0.0, 0.1], [-0.6, 0.6, -0.2], [0.1, -0.5, 0.1]],
  "nbo_charge": [-0.478, 0.118, 0.054, 0.063, 0.240, -0.495, 0.075, 0.069, 0.120, 0.231, -0.129, -0.105, -0.678, 2.458, -0.896, -0.833, -0.661, 0.213, 0.213, 0.227, 0.192, -0.099, -0.104, -0.676, 2.469, -0.906, -0.843, -0.668, 0.197, 0.213, 0.202, 0.220, -0.085, -0.115, -0.648, 2.418, -0.851, -0.853, -0.683, 0.209, 0.190, 0.224, 0.191, -0.105, -0.129, -0.660, 2.476, -0.879, -0.875, -0.675, 0.217, 0.201, 0.197, 0.232]
}